## w
ORCA calculation (ωB97M-V/def2-TZVPD) on a cluster of 2 separate species, CH5NOS in total.

The value obtained for the HOMO energy is -7.89 eV. The frontier orbital gap is 8.17 eV. The calculation puts the LUMO energy at 0.0103 hartree.

Bonds (Å) are listed after each position.
Cartesian coordinates (Å):
1 H -0.0755 0.5312 0.6003  N3 1.051
2 C 0.1263 -1.7949 0.0654  O4 1.214, H5 1.098, H9 1.097
3 N -0.1318 1.4565 0.1055  H1 1.051, S6 1.846, H7 1.021, H8 1.019
4 O -0.1335 -1.0480 0.9869  C2 1.214
5 H 1.1361 -1.8885 -0.3546  C2 1.098
6 S 0.2629 1.2125 -1.6809  N3 1.846
7 H -1.0812 1.8189 0.2005  N3 1.021
8 H 0.5368 2.1061 0.5179  N3 1.019
9 H -0.6402 -2.3939 -0.4411  C2 1.097

Just the natural (NBO) charges please, in e? Sure, here they are: number 1, H, carries 0.4367; number 2, C, carries 0.3270; number 3, N, carries -0.8322; number 4, O, carries -0.5831; number 5, H, carries 0.1344; number 6, S, carries -0.4263; number 7, H, carries 0.4088; number 8, H, carries 0.4092; number 9, H, carries 0.1255

---

## x
ORCA calculation (ωB97M-V/def2-TZVPD) on an isolated molecule of CH5NOS.

The value obtained for the HOMO energy is -8.90 eV. The frontier orbital gap is 9.70 eV. The calculation puts the LUMO energy at 0.0295 hartree.

Bonds (Å) are listed after each position.
Cartesian coordinates (Å):
1 H -1.3890 -0.4514 -1.1042  C8 1.075
2 H -1.4612 -1.0183 0.7309  C8 1.145
3 H -0.4278 -1.9305 -0.4606  C8 1.126
4 S 0.7939 -0.3172 0.1929  O5 1.447, N6 1.925, C8 1.870
5 O 1.6493 -0.6690 -0.9205  S4 1.447
6 N 0.4248 1.5654 0.3519  S4 1.925, H7 1.047, H9 0.953
7 H 1.2648 2.1818 0.2478  N6 1.047
8 C -0.9108 -0.9314 -0.2693  H1 1.075, H2 1.145, H3 1.126, S4 1.870
9 H 0.0559 1.5706 1.2311  N6 0.953

Just the natural (NBO) charges please, in e? Sure, here they are: number 1, H, carries 0.2471; number 2, H, carries 0.2283; number 3, H, carries 0.2342; number 4, S, carries 1.3273; number 5, O, carries -0.9362; number 6, N, carries -1.0206; number 7, H, carries 0.3845; number 8, C, carries -0.8111; number 9, H, carries 0.3465

---

## y
ORCA calculation (ωB97M-V/def2-TZVPD) on a cluster of 2 separate species, CH5NOS in total.

The value obtained for the HOMO energy (spin up / spin down) is -8.62 / -8.62 eV. The frontier orbital gap (spin up / spin down) is 7.44 / 7.44 eV. The calculation puts the LUMO energy (spin up / spin down) at -0.0434 / -0.0434 hartree.

Bonds (Å) are listed after each position.
Cartesian coordinates (Å):
1 H 0.0753 1.6517 1.2122  O6 0.973
2 H -0.1514 1.2958 -0.6567  C3 1.050
3 C -0.9347 0.8816 -0.0925  H2 1.050, O6 1.405, H7 1.082, H9 1.080
4 H 1.3922 -2.7937 0.0869  N8 0.979
5 S 1.9639 -1.2279 -1.1838  N8 1.517
6 O -0.4425 0.8279 1.2223  H1 0.973, C3 1.405
7 H -1.8033 1.5264 -0.0978  C3 1.082
8 N 0.9961 -1.9810 -0.2899  H4 0.979, S5 1.517
9 H -1.0955 -0.1808 -0.2005  C3 1.080

Just the natural (NBO) charges please, in e? Sure, here they are: number 1, H, carries 0.4494; number 2, H, carries 0.1590; number 3, C, carries -0.2571; number 4, H, carries 0.3384; number 5, S, carries 0.4002; number 6, O, carries -0.7139; number 7, H, carries 0.1582; number 8, N, carries -0.7348; number 9, H, carries 0.2006

---

Ranking the structures above by energy, w is first and the second is 17.9 kJ/mol behind.